Density functional theory data (ωB97M-V/def2-TZVPD) for a structure of composition C4H6N2.

The value obtained for the lowest unoccupied orbital energy is 1.009 eV. For the molecular weight, the calculation gives 82.11 g/mol. As for the orbital gap: 9.771 eV. As for the charge: 0. The calculation puts the relative energy (zero: lowest compared OMol25 entry of this formula, charge and spin) at 577.5 kJ/mol.

Element x y z (Å)
C1 -0.48342 0.49652 0.22114
C2 -1.52906 1.24215 0.41901
C3 0.99515 0.40174 0.34106
C4 -0.15377 -0.93786 -1.02791
N1 0.67928 -1.93516 -0.36829
N2 1.23862 -0.69512 -0.68258
H1 -2.61986 1.12369 0.04017
H2 -1.34121 2.08094 1.08498
H3 1.50088 1.37377 0.04017
H4 1.56836 0.14183 1.33500
H5 -0.45220 -1.09976 -2.10784
H6 0.59723 -2.19274 0.70510

Density functional theory data (ωB97M-V/def2-TZVPD) for an isolated molecule of C4H6N2.

The value obtained for the lowest unoccupied orbital energy is 0.820 eV. For the molecular weight, the calculation gives 82.11 g/mol. As for the orbital gap: 10.736 eV. As for the charge: 0. The calculation puts the relative energy (zero: lowest compared OMol25 entry of this formula, charge and spin) at 171.4 kJ/mol.

Element x y z (Å)
N1 -3.18292 -0.02132 -0.33066
C1 -2.07688 -0.22293 -0.03058
C2 -0.64097 -0.16845 0.39945
C3 0.25665 0.97457 -0.14282
C4 1.33975 -0.08610 -0.23932
N2 0.26012 -1.10668 -0.30909
H1 -0.65994 -0.23585 1.49407
H2 -0.12115 1.30877 -1.14454
H3 0.40276 1.79901 0.56615
H4 2.08681 -0.14588 -1.07592
H5 1.99502 -0.08764 0.68657
H6 0.34077 -2.00752 0.12670

Density functional theory data (ωB97M-V/def2-TZVPD) for an isolated molecule of C4H6N2.

The value obtained for the lowest unoccupied orbital energy is 0.942 eV. For the molecular weight, the calculation gives 82.11 g/mol. As for the orbital gap: 10.346 eV. As for the charge: 0. The calculation puts the relative energy (zero: lowest compared OMol25 entry of this formula, charge and spin) at 157.5 kJ/mol.

Element x y z (Å)
N1 2.38746 -1.04217 -1.08864
C1 1.46360 -0.43843 -0.73702
C2 0.31961 0.17047 -0.06643
N2 0.73608 1.22951 0.79236
C3 -1.05736 0.13368 -0.68736
C4 -0.71679 -0.95811 0.26084
H1 1.28920 0.97396 1.59371
H2 0.18767 2.06382 0.90589
H3 -1.17139 -0.10136 -1.74111
H4 -1.74769 0.88562 -0.31486
H5 -1.15906 -0.97112 1.25067
H6 -0.53133 -1.94588 -0.16804

Density functional theory data (ωB97M-V/def2-TZVPD) for an isolated molecule of C4H6N2.

The value obtained for the lowest unoccupied orbital energy (alpha / beta) is 0.559 / 0.630 eV. For the molecular weight, the calculation gives 82.11 g/mol. As for the orbital gap (alpha / beta): 7.295 / 7.276 eV. As for the charge: 0. The calculation puts the relative energy (zero: lowest compared OMol25 entry of this formula, charge and spin) at 276.5 kJ/mol.

Element x y z (Å)
C1 -1.81764 -0.00251 0.17352
N1 -0.50498 0.15651 0.19649
C2 0.39472 -0.79073 -0.50167
C3 1.70842 -0.06955 -0.40393
N2 1.61512 0.93796 0.39455
C4 0.30496 1.05178 0.80486
H1 0.01606 -1.03521 -1.49616
H2 -2.44099 0.60336 0.81477
H3 -2.23635 -0.65769 -0.57531
H4 0.41630 -1.70277 0.10638
H5 2.62507 -0.36603 -0.90015
H6 -0.08069 1.87488 1.38666

Density functional theory data (ωB97M-V/def2-TZVPD) for an isolated molecule of C4H6N2.

The value obtained for the lowest unoccupied orbital energy is 0.925 eV. For the molecular weight, the calculation gives 82.11 g/mol. As for the orbital gap: 11.106 eV. As for the charge: 0. The calculation puts the relative energy (zero: lowest compared OMol25 entry of this formula, charge and spin) at 166.1 kJ/mol.

Element x y z (Å)
N1 -2.31756 -0.74852 -1.35422
C1 -1.80722 0.09241 -0.74288
C2 -0.89061 0.93826 0.05001
C3 0.12760 -0.06446 0.54599
C4 1.07989 -0.72084 -0.38442
N2 1.52448 0.30057 0.54552
H1 -0.40462 1.68160 -0.59350
H2 -1.37801 1.46628 0.88142
H3 -0.23787 -0.70733 1.34748
H4 1.09599 -0.41086 -1.42844
H5 1.22343 -1.79341 -0.24936
H6 1.98450 -0.03370 1.38240

Density functional theory data (ωB97M-V/def2-TZVPD) for an isolated molecule of C4H6N2.

The value obtained for the lowest unoccupied orbital energy is 0.766 eV. For the molecular weight, the calculation gives 82.11 g/mol. As for the orbital gap: 9.130 eV. As for the charge: 0. The calculation puts the relative energy (zero: lowest compared OMol25 entry of this formula, charge and spin) at 360.2 kJ/mol.

Element x y z (Å)
H1 2.62684 0.71897 -0.24362
N1 2.27289 -0.29778 -0.09582
C1 0.98581 -0.12977 0.22524
C2 -0.07149 1.03320 0.10882
C3 -1.44623 0.40965 0.00426
C4 -1.23706 -0.96292 -0.15219
N2 0.09786 -1.08314 0.27870
H2 0.06398 1.43066 1.04797
H3 0.22521 1.60819 -0.81390
H4 -2.36647 1.03578 -0.14851
H5 -1.90508 -1.97234 0.08761
H6 0.75373 -1.79050 -0.29856

Density functional theory data (ωB97M-V/def2-TZVPD) for a structure of composition C4H6N2.

The value obtained for the lowest unoccupied orbital energy is 0.937 eV. For the molecular weight, the calculation gives 82.11 g/mol. As for the orbital gap: 8.976 eV. As for the charge: 0. The calculation puts the relative energy (zero: lowest compared OMol25 entry of this formula, charge and spin) at 592.9 kJ/mol.

Element x y z (Å)
N1 -1.43033 0.89713 -1.79819
C1 -0.47310 0.54791 -1.14848
C2 0.93660 0.09601 -0.86914
C3 0.68823 -0.20553 0.59678
C4 -0.72414 0.18576 0.79963
N2 -0.33418 -1.23613 0.73535
H1 1.23072 -0.75497 -1.48941
H2 1.62128 0.93524 -1.03066
H3 1.47212 -0.08780 1.33849
H4 -1.61140 0.64602 -0.54492
H5 -1.08287 0.60892 1.73825
H6 -0.29292 -1.63257 1.67231

Density functional theory data (ωB97M-V/def2-TZVPD) for an isolated molecule of C4H6N2.

The value obtained for the lowest unoccupied orbital energy is 1.099 eV. For the molecular weight, the calculation gives 82.11 g/mol. As for the orbital gap: 8.708 eV. As for the charge: 0. The calculation puts the relative energy (zero: lowest compared OMol25 entry of this formula, charge and spin) at 41.7 kJ/mol.

Element x y z (Å)
N1 0.40009 2.02432 0.53981
C1 0.11730 0.67637 0.18355
C2 0.31250 -0.47570 1.01794
C3 -0.02623 -1.56672 0.28172
N2 -0.40093 -1.15710 -0.95484
C4 -0.29036 0.21412 -1.04546
H1 0.00254 2.24383 1.45991
H2 0.02802 2.69683 -0.13052
H3 0.67917 -0.49824 2.03935
H4 -0.03454 -2.62940 0.52765
H5 -0.76409 -1.74016 -1.69661
H6 -0.58450 0.76818 -1.92103

Density functional theory data (ωB97M-V/def2-TZVPD) for an isolated molecule of C4H6N2.

The value obtained for the lowest unoccupied orbital energy (alpha / beta) is -0.053 / -0.233 eV. For the molecular weight, the calculation gives 82.11 g/mol. As for the orbital gap (alpha / beta): 7.993 / 7.272 eV. As for the charge: 0. The calculation puts the relative energy (zero: lowest compared OMol25 entry of this formula, charge and spin) at 545.3 kJ/mol.

Element x y z (Å)
C1 -1.21836 -0.86666 -0.54448
C2 -0.08082 -0.21049 0.18838
C3 -0.12934 1.07940 1.00549
N1 -0.03720 -0.15840 1.67549
C4 1.10341 -0.06211 -0.50388
N2 1.79852 0.53358 -1.32278
H1 -1.16533 -0.60547 -1.60825
H2 -2.15504 -0.49548 -0.12503
H3 -1.16871 -1.95508 -0.44461
H4 0.79883 1.67113 1.05815
H5 1.37699 1.46735 -1.45414
H6 0.87705 -0.39778 2.07565

Density functional theory data (ωB97M-V/def2-TZVPD) for an isolated molecule of C4H6N2.

The value obtained for the lowest unoccupied orbital energy is 0.890 eV. For the molecular weight, the calculation gives 82.11 g/mol. As for the orbital gap: 10.837 eV. As for the charge: 0. The calculation puts the relative energy (zero: lowest compared OMol25 entry of this formula, charge and spin) at 221.1 kJ/mol.

Element x y z (Å)
N1 2.95993 1.32043 0.06179
C1 2.07519 0.54203 -0.04352
C2 1.02182 -0.44952 -0.22908
N2 -0.10030 -0.20917 0.63645
C3 -1.37941 -0.67313 0.14492
C4 -1.04309 0.80664 0.24623
H1 0.77324 -0.45605 -1.28320
H2 1.41371 -1.39774 0.05042
H3 -2.09405 -1.12532 0.82460
H4 -1.36397 -1.23694 -0.81191
H5 -0.99357 1.37639 -0.66680
H6 -1.26948 1.50238 1.07011